[1]
ORCA calculation (ωB97M-V/def2-TZVPD) on a structure of composition C56H66As2BrN4Pb.

Cartesian coordinates (Å):
Pb  0.16  -0.43  0.23
C  3.08  2.76  5.27
C  3.28  1.33  4.76
C  2.97  1.18  3.30
C  3.83  1.17  2.25
C  5.32  1.31  2.27
C  5.78  2.76  2.07
C  3.02  1.04  1.05
C  3.51  1.09  -0.24
C  2.78  1.16  -1.44
C  3.35  1.47  -2.74
C  4.79  1.76  -3.01
C  5.16  3.21  -2.68
C  2.31  1.53  -3.62
C  1.11  1.23  -2.84
C  -0.21  1.16  -3.31
C  -1.38  1.00  -2.57
N  -1.47  0.93  -1.22
C  -2.77  0.86  -0.90
C  -3.26  0.87  0.41
C  -2.53  0.99  1.58
N  -1.18  0.91  1.68
C  -0.85  1.10  2.97
C  0.45  1.09  3.48
C  1.64  1.05  2.74
N  1.71  0.94  1.40
C  -2.06  1.29  3.77
C  -3.10  1.22  2.90
C  -4.56  1.40  3.18
C  -5.06  2.80  2.82
C  -2.08  1.54  5.24
C  -1.74  2.99  5.59
C  -3.58  0.87  -2.11
C  -2.71  0.96  -3.15
C  -3.03  1.04  -4.61
C  -2.99  2.47  -5.15
C  -5.08  0.83  -2.14
C  -5.71  2.22  -2.02
N  1.45  1.01  -1.55
C  2.48  1.87  -5.08
C  1.30  2.51  -5.82
H  3.32  2.84  6.33
H  2.05  3.08  5.12
H  3.72  3.45  4.72
H  2.64  0.65  5.33
H  4.30  1.01  4.95
H  5.76  0.68  1.49
H  5.71  0.93  3.22
H  5.36  3.17  1.16
H  6.87  2.82  2.01
H  5.45  3.39  2.90
H  4.59  1.18  -0.34
H  5.03  1.55  -4.05
H  5.42  1.08  -2.42
H  4.57  3.90  -3.28
H  6.22  3.41  -2.87
H  4.95  3.43  -1.63
H  -0.35  1.26  -4.37
H  -4.34  0.88  0.52
H  0.55  1.18  4.56
H  -4.75  1.21  4.24
H  -5.14  0.66  2.63
H  -4.51  3.56  3.38
H  -6.12  2.91  3.05
H  -4.91  3.01  1.76
H  -1.37  0.87  5.73
H  -3.06  1.29  5.64
H  -0.75  3.26  5.21
H  -1.74  3.14  6.68
H  -2.46  3.68  5.15
H  -4.01  0.60  -4.80
H  -2.32  0.43  -5.17
H  -3.76  3.09  -4.67
H  -3.16  2.50  -6.23
H  -2.03  2.94  -4.94
H  -5.45  0.20  -1.33
H  -5.42  0.35  -3.07
H  -5.39  2.70  -1.09
H  -6.80  2.17  -2.03
H  -5.39  2.86  -2.84
H  2.78  0.97  -5.63
H  3.33  2.55  -5.16
H  0.52  1.79  -6.07
H  1.65  2.94  -6.76
H  0.85  3.31  -5.23
Br  2.54  -2.79  0.96
C  2.28  -2.61  2.85
C  3.38  -2.78  3.64
C  3.24  -2.69  5.04
C  2.01  -2.48  5.59
C  0.87  -2.31  4.76
C  -0.41  -2.11  5.34
C  -1.50  -1.93  4.53
C  -1.33  -1.89  3.13
C  -0.13  -2.07  2.48
C  0.98  -2.34  3.34
H  4.35  -2.97  3.20
H  4.11  -2.82  5.67
H  1.88  -2.44  6.66
H  -0.51  -2.10  6.42
H  -2.48  -1.77  4.96
H  -2.22  -1.64  2.55
C  -0.72  -5.45  -0.01
As  -1.14  -3.65  -0.67
C  -2.96  -3.54  0.05
C  -1.59  -4.12  -2.54
C  -2.64  -4.98  -2.85
C  -2.99  -5.24  -4.17
C  -2.28  -4.63  -5.19
C  -1.22  -3.79  -4.90
C  -0.86  -3.53  -3.58
As  0.63  -2.32  -3.12
C  1.30  -1.92  -4.93
C  1.95  -3.72  -2.72
H  -1.47  -6.18  -0.33
H  -0.69  -5.40  1.08
H  0.26  -5.76  -0.38
H  -3.52  -4.47  -0.08
H  -3.49  -2.72  -0.43
H  -2.87  -3.33  1.12
H  -3.21  -5.45  -2.05
H  -3.82  -5.90  -4.39
H  -2.56  -4.82  -6.23
H  -0.67  -3.34  -5.71
H  0.58  -1.32  -5.47
H  1.54  -2.83  -5.49
H  2.20  -1.32  -4.79
H  1.94  -4.49  -3.49
H  1.73  -4.16  -1.75
H  2.93  -3.26  -2.67

Values from the calculation:
* electronic energy: -9631.02435 hartree
* gap between HOMO and LUMO: 5.561 eV
* spin multiplicity: 1
* HOMO level: -3.7 eV
* charge: -1
* lowest unoccupied orbital energy: 1.901 eV



[2]
ORCA calculation (ωB97M-V/def2-TZVPD) on a structure of composition C16H44FeN4P2S2.

Cartesian coordinates (Å):
Fe  -0.16  0.33  -0.08
C  -2.21  2.22  -2.13
P  -0.48  2.09  -1.63
C  -0.01  3.74  -1.10
C  0.40  1.73  -3.18
C  0.12  0.27  -3.54
P  0.60  -0.71  -2.07
C  0.23  -2.42  -2.55
C  2.41  -0.55  -2.05
H  -2.27  2.92  -2.97
H  -2.81  2.65  -1.32
H  -2.64  1.28  -2.45
H  -0.09  4.42  -1.95
H  1.02  3.76  -0.74
H  -0.68  4.08  -0.30
H  1.47  1.91  -3.05
H  0.06  2.43  -3.95
H  0.70  -0.06  -4.40
H  -0.93  0.11  -3.77
H  0.72  -2.59  -3.51
H  -0.84  -2.54  -2.69
H  0.59  -3.15  -1.83
H  2.79  -0.62  -3.07
H  2.84  -1.35  -1.44
H  2.71  0.40  -1.62
N  -2.09  -0.19  -0.08
C  -2.64  -0.78  1.18
C  -2.58  0.22  2.32
C  -1.18  0.52  2.81
N  -0.38  1.21  1.75
H  -2.63  0.66  -0.26
H  -2.31  -0.80  -0.86
H  -2.07  -1.67  1.41
H  -3.68  -1.06  0.99
H  -3.17  -0.17  3.15
H  -3.07  1.16  2.03
H  -0.65  -0.40  3.08
H  -1.21  1.16  3.69
H  0.55  1.41  2.13
H  -0.84  2.12  1.63
C  3.90  -3.84  -0.22
N  3.20  -2.77  0.51
C  4.12  -1.77  1.07
C  1.88  -2.74  0.64
S  1.12  -1.18  1.05
N  1.16  -3.85  0.59
C  -0.28  -3.86  0.35
C  1.67  -5.16  1.05
H  4.66  -3.37  -0.83
H  3.21  -4.38  -0.86
H  4.40  -4.54  0.46
H  4.84  -2.29  1.70
H  3.59  -1.05  1.68
H  4.65  -1.26  0.27
H  -0.59  -2.94  -0.14
H  -0.82  -3.98  1.29
H  -0.52  -4.71  -0.29
H  2.56  -5.02  1.65
H  1.88  -5.83  0.21
H  0.90  -5.60  1.68
C  -0.97  5.25  2.35
S  -2.24  4.04  1.91
C  -3.73  5.02  2.20
H  -1.03  5.49  3.41
H  -1.08  6.15  1.76
H  0.01  4.81  2.15
H  -3.72  5.90  1.56
H  -3.78  5.31  3.25
H  -4.59  4.40  1.96

Values from the calculation:
* electronic energy: -3596.95180 hartree
* gap between HOMO and LUMO (spin up / spin down): 5.553 / 6.258 eV
* spin multiplicity: 2
* HOMO level (spin up / spin down): -16.1 / -16.1 eV
* charge: +3
* lowest unoccupied orbital energy (spin up / spin down): -10.562 / -9.856 eV



[3]
ORCA calculation (ωB97M-V/def2-TZVPD) on a structure of composition C4H10ClN3NiO2S.

Cartesian coordinates (Å):
Ni  -0.04  0.24  -0.52
N  1.98  -0.02  -0.62
N  2.61  -0.24  0.62
C  1.85  -0.57  1.68
N  2.51  -0.71  2.85
S  0.21  -0.85  1.53
H  2.22  -0.78  -1.25
H  2.28  0.88  -1.02
H  3.59  -0.03  0.70
H  3.43  -0.35  2.98
H  1.95  -0.89  3.67
C  -3.66  -1.38  -0.49
O  -2.27  -1.11  -0.37
C  -1.91  0.21  -0.61
O  -2.76  1.02  -0.86
H  -3.78  -2.44  -0.28
H  -4.02  -1.15  -1.49
H  -4.24  -0.79  0.22
Cl  1.48  2.72  -1.83
C  -0.14  1.86  -1.51
H  -0.60  1.81  -2.49
H  -0.69  2.57  -0.90

Values from the calculation:
* electronic energy: -2839.81183 hartree
* gap between HOMO and LUMO: 8.071 eV
* spin multiplicity: 1
* HOMO level: -8.1 eV
* lowest unoccupied orbital energy: -0.031 eV



[4]
ORCA calculation (ωB97M-V/def2-TZVPD) on a structure of composition C19H23NPW.

Cartesian coordinates (Å):
C  -1.49  2.46  -2.47
W  -0.45  0.68  -2.51
N  0.63  -0.99  -3.47
H  1.04  1.32  -3.06
H  1.64  -0.82  -3.57
H  -1.70  -0.43  -2.92
H  -1.73  2.72  -3.52
H  -0.83  3.22  -2.03
H  -2.40  2.35  -1.87
H  0.54  -1.83  -2.90
H  0.28  -1.22  -4.40
C  -0.71  2.91  3.40
C  0.18  3.26  2.37
C  0.33  2.43  1.25
C  -0.37  1.22  1.17
C  -1.23  0.85  2.22
C  -1.42  1.71  3.31
P  -0.04  0.17  -0.31
C  1.74  -0.27  0.02
C  2.75  0.19  -0.84
C  4.09  -0.05  -0.56
C  4.46  -0.68  0.63
C  3.46  -1.10  1.52
C  2.11  -0.90  1.22
C  -1.24  -1.22  0.03
C  -0.82  -2.54  0.24
C  -1.78  -3.54  0.41
C  -3.15  -3.27  0.24
C  -3.56  -1.96  -0.04
C  -2.61  -0.94  -0.09
H  -0.84  3.57  4.26
H  0.73  4.19  2.42
H  1.02  2.72  0.45
H  -1.79  -0.08  2.17
H  -2.14  1.44  4.09
H  2.51  0.77  -1.74
H  4.84  0.29  -1.28
H  5.52  -0.83  0.87
H  3.73  -1.57  2.46
H  1.34  -1.23  1.93
H  0.24  -2.76  0.32
H  -1.45  -4.55  0.66
H  -3.88  -4.06  0.34
H  -4.61  -1.73  -0.20
H  -2.95  0.09  -0.25

Values from the calculation:
* electronic energy: -1200.64482 hartree
* gap between HOMO and LUMO (spin up / spin down): 7.454 / 8.172 eV
* spin multiplicity: 3
* HOMO level (spin up / spin down): -11.4 / -12.1 eV
* charge: +1
* lowest unoccupied orbital energy (spin up / spin down): -3.905 / -3.948 eV



[5]
ORCA calculation (ωB97M-V/def2-TZVPD) on the ion C4H8NO2 with charge +1.

Cartesian coordinates (Å):
C  -0.53  -1.87  0.31
C  -0.38  -0.91  1.27
C  0.55  0.98  0.00
C  0.31  2.35  0.04
N  -0.25  -1.66  -1.02
O  -0.11  0.44  0.99
O  1.21  0.33  -0.82
H  -0.73  -2.92  0.70
H  -0.65  -0.96  2.27
H  0.84  2.93  0.75
H  -0.77  2.61  0.30
H  0.58  2.93  -0.82
H  -1.00  -1.12  -1.53
H  0.13  -2.48  -1.55
H  0.80  -0.67  -0.90

Values from the calculation:
* electronic energy: -362.14223 hartree
* gap between HOMO and LUMO: 10.361 eV
* spin multiplicity: 1
* HOMO level: -14.3 eV
* charge: +1
* lowest unoccupied orbital energy: -3.960 eV



Which formula does entry 3 have?
C4H10ClN3NiO2S